# C39H49As3N5O4ReS2Se

A structure of composition C39H49As3N5O4ReS2Se in a non-equilibrium geometry (ωB97M-V with the def2-TZVPD basis set, the OMol25 dataset).

Values from the calculation:
2S+1: 2
HOMO level (alpha / beta) (eV): -10.5 / -10.6
Energy above the lowest of the compared OMol25 structures with the same formula, charge and spin (kJ/mol): 111.58
M (u): 1205.92
Total charge: +1
Expectation value of S²: 1.1585

Element x y z (Å)
Re 0.4241 -0.0913 0.7594
C 0.0015 1.0852 4.1752
As 0.4950 1.7985 2.4401
C -0.2298 3.6286 2.5725
C 2.4169 2.1556 2.8766
C 3.3575 2.7094 1.7864
C 2.6039 3.7651 0.9866
C 3.8437 1.6008 0.8413
As 2.5273 0.6768 -0.3385
C 3.7170 -0.6876 -1.0498
C 2.3948 1.8261 -1.9156
C 4.5801 3.2776 2.5304
As 6.0693 4.4204 1.7865
C 5.1339 6.1566 1.6447
C 6.1923 4.0667 -0.1568
H 0.2545 1.7961 4.9700
H 0.5422 0.1528 4.3457
H -1.0687 0.8793 4.1930
H 0.4086 4.1932 3.2572
H -1.2294 3.5324 2.9899
H -0.2939 4.1417 1.6138
H 2.8341 1.2305 3.2849
H 2.3678 2.8774 3.7049
H 1.7071 3.2895 0.5679
H 3.2148 4.1495 0.1737
H 2.3091 4.5894 1.6340
H 4.3107 0.8049 1.4344
H 4.6153 2.0118 0.1792
H 4.4898 -0.2269 -1.6738
H 3.1349 -1.3777 -1.6657
H 4.1991 -1.2416 -0.2421
H 3.3749 2.2589 -2.1430
H 1.6635 2.6250 -1.7940
H 2.0835 1.1914 -2.7484
H 5.0981 2.4345 2.9974
H 4.2284 3.9004 3.3581
H 4.6347 6.3937 2.5822
H 4.4118 6.1834 0.8323
H 5.8787 6.9313 1.4652
H 6.6472 3.0977 -0.3504
H 6.8600 4.8272 -0.5611
H 5.2405 4.1391 -0.6783
O -3.2154 -0.0727 3.1566
S -2.6603 0.3356 1.9005
O -1.9775 1.6145 1.9287
N -1.5381 -0.7291 1.3520
C -1.8613 -2.0515 1.3036
C -3.1053 -2.5806 1.6274
C -3.3300 -3.9564 1.5707
C -2.3413 -4.8352 1.2058
C -1.0755 -4.3515 0.8305
C -0.0018 -5.1768 0.4398
C 1.2006 -4.6106 0.1149
C 1.3223 -3.2162 0.1378
N 0.3335 -2.4304 0.4789
C -0.8455 -2.9521 0.8570
C -3.9486 0.5780 0.6769
C -3.9715 -0.0895 -0.5290
C -4.9302 0.2413 -1.4734
C -5.8502 1.2387 -1.1977
C -5.8228 1.9065 0.0176
C -4.8653 1.5750 0.9614
H -3.8951 -1.9309 1.9649
H -4.3047 -4.3307 1.8431
H -2.5161 -5.8994 1.2000
H -0.1438 -6.2476 0.4182
H 2.0543 -5.2076 -0.1564
H 2.2596 -2.7476 -0.1154
H -3.2518 -0.8639 -0.7350
H -4.9540 -0.2792 -2.4199
H -6.6010 1.4901 -1.9318
H -6.5463 2.6795 0.2275
H -4.8135 2.0741 1.9160
C -4.2599 -5.7682 -3.2597
C -3.1228 -4.7996 -3.1961
C -3.0662 -3.8163 -2.2171
C -1.9720 -2.9704 -2.1371
C -0.9462 -3.0805 -3.0495
C -0.9946 -4.0329 -4.0508
C -2.0753 -4.8942 -4.1111
S 0.5068 -2.0353 -2.9377
O 1.5982 -2.8470 -2.4621
O 0.7055 -1.3676 -4.1971
N 0.2313 -0.9430 -1.7560
C -0.6000 0.0797 -1.9180
C -1.3975 0.3508 -3.0506
C -2.1485 1.4927 -3.0737
C -2.1058 2.3735 -1.9859
C -1.3450 2.0315 -0.8973
N -0.6390 0.8992 -0.8372
H -5.0663 -5.4837 -2.5891
H -3.9111 -6.7600 -2.9742
H -4.6479 -5.8396 -4.2733
H -3.8762 -3.7148 -1.5095
H -1.8976 -2.2333 -1.3538
H -0.1846 -4.0991 -4.7588
H -2.1190 -5.6600 -4.8701
H -1.3718 -0.3432 -3.8719
H -2.7693 1.7189 -3.9250
H -2.6602 3.2948 -1.9911
H -1.2974 2.6613 -0.0163
Se 3.3379 -2.2166 4.0045
C 2.2833 -1.4518 2.8899
N 1.5630 -0.8927 2.1382

---

# C14H11CuN4OS3

A structure of composition C14H11CuN4OS3 (ωB97M-V with the def2-TZVPD basis set, the OMol25 dataset).

Values from the calculation:
HOMO level (eV): -0.9
Energy above the lowest of the compared OMol25 structures with the same formula, charge and spin (kJ/mol): 0.00
M (u): 411.02
Total charge: -2

Element x y z (Å)
Cu -0.2778 0.6932 0.2001
N -2.2860 0.6993 3.3155
C -1.1690 1.3688 2.8792
O -0.2572 0.6629 2.3846
C -2.4064 0.5172 -1.7941
C -1.2554 1.4205 -1.3298
H -2.3321 -0.2892 3.1229
H -3.0260 1.1924 3.7757
H -3.1270 1.0637 -2.4210
H -2.0090 -0.3098 -2.3916
H -1.6447 2.4037 -1.0341
H -0.6099 1.6053 -2.2022
S -1.4758 -2.2855 -0.3859
C -2.8140 -1.2598 -0.0095
C -3.5964 -1.6863 1.1331
N -4.2196 -2.0479 2.0336
C -3.1869 -0.1150 -0.6470
S -1.0555 3.0534 3.1698
C -4.3406 0.5995 -0.2172
N -5.3061 1.1646 0.0740
S 4.1568 0.5914 1.4362
C 2.4194 0.6712 1.5925
N 1.7542 0.1337 0.6396
C 2.5909 -0.4016 -0.3268
C 2.1436 -1.0496 -1.4785
C 3.0901 -1.5375 -2.3558
C 4.4621 -1.3877 -2.0983
C 4.9105 -0.7501 -0.9579
C 3.9576 -0.2559 -0.0672
H 1.9150 1.1550 2.4196
H 1.0744 -1.1561 -1.6330
H 2.7685 -2.0473 -3.2553
H 5.1823 -1.7793 -2.8073
H 5.9701 -0.6374 -0.7639

---

# C39H34BF3N2O4S

A structure of composition C39H34BF3N2O4S in a non-equilibrium geometry (ωB97M-V with the def2-TZVPD basis set, the OMol25 dataset).

Values from the calculation:
HOMO level (eV): -7.0
M (u): 694.58
Total charge: 0

Element x y z (Å)
C -5.4156 3.2327 -2.1176
O -4.0219 2.9156 -1.7862
C -3.4197 1.7995 -2.2906
C -2.1852 1.4703 -1.7120
C -1.7519 0.1668 -1.7679
C -2.4121 -0.6565 -2.7139
C -3.5716 -0.3423 -3.3934
C -4.1164 0.9299 -3.1695
N -1.7028 -1.8755 -2.7666
C -2.0288 -2.9563 -3.6891
C -0.6846 -1.8632 -1.8220
C -0.7134 -0.6625 -1.1174
C 0.2965 -0.1166 -0.2063
C 1.6922 -0.5095 -0.6318
C 2.1793 -1.7872 -0.7957
N 3.4008 -1.7827 -1.3947
C 4.1810 -2.9743 -1.6853
C 3.7264 -0.4774 -1.7293
C 2.6519 0.3688 -1.3344
C 2.7097 1.6752 -1.7760
C 3.8164 2.1331 -2.5520
O 3.8210 3.3540 -3.1496
C 2.6256 4.1282 -3.2399
C 4.9492 1.2988 -2.7871
C 4.8785 -0.0378 -2.3932
H -5.6640 4.0754 -1.4744
H -5.5348 3.5278 -3.1724
H -6.0938 2.3921 -1.8816
H -1.6599 2.2187 -1.1393
H -4.0721 -1.0882 -4.0161
H -5.0023 1.2408 -3.6975
H -3.1124 -2.9736 -3.9090
H -1.4898 -2.8244 -4.6538
H -1.7383 -3.9335 -3.2645
H 0.0137 -2.7303 -1.7900
H 0.2749 0.9409 -0.4619
H 1.7031 -2.7509 -0.5696
H 5.2475 -2.7682 -1.7854
H 4.0541 -3.6728 -0.8576
H 3.8295 -3.4818 -2.5925
H 1.9480 2.4003 -1.4716
H 2.8891 4.9738 -3.8807
H 1.8406 3.5154 -3.6857
H 2.3460 4.4589 -2.2362
H 5.7919 1.6850 -3.3474
H 5.6984 -0.7184 -2.5876
C -0.7004 0.6517 7.1591
C -0.7959 0.2188 5.7158
C -1.6187 -0.7604 5.1968
C -1.4548 -1.0279 3.8015
C -0.4010 -0.4330 3.1348
B -0.1692 0.1573 1.2217
C 0.4731 -1.2664 1.9992
C 1.8852 -1.3468 2.3533
C 2.5610 -2.5461 2.3052
C 1.9101 -3.6928 1.8480
C 2.6562 -4.9711 1.6615
F 2.3478 -5.9374 2.5818
F 2.3956 -5.4972 0.4140
F 4.0118 -4.7836 1.7171
C 0.5489 -3.6857 1.4610
C -0.1264 -2.4961 1.4992
O -1.7093 0.3279 1.2004
C -1.9395 1.6273 1.4425
C -0.7057 2.3295 1.6379
C -0.6649 3.7243 1.6062
C -1.8669 4.3854 1.3674
C -3.0722 3.6925 1.2043
C -3.1427 2.3119 1.3006
O 0.3519 1.4992 1.6467
S 0.2206 0.7066 4.3584
H -1.4375 0.1241 7.7651
H 0.2721 0.4389 7.5989
H -0.8793 1.7141 7.2984
H -2.3277 -1.2737 5.8349
H -2.1261 -1.7055 3.3218
H 2.3790 -0.4368 2.6848
H 3.6068 -2.6087 2.6166
H 0.0587 -4.6001 1.1141
H -1.1523 -2.4236 1.1345
H 0.3202 4.1931 1.7228
H -1.8426 5.4770 1.3277
H -3.9725 4.2517 1.0176
H -4.0670 1.7431 1.2247

---

# H8P4Si

A cluster of 2 separate species, H8P4Si in total in a non-equilibrium geometry (ωB97M-V with the def2-TZVPD basis set, the OMol25 dataset).

Values from the calculation:
HOMO level (alpha / beta) (eV): -8.8 / -7.2
Energy above the lowest of the compared OMol25 structures with the same formula, charge and spin (kJ/mol): 261.47
M (u): 160.05
Total charge: 0

Element x y z (Å)
Si -0.2442 0.6407 -0.1803
P -1.8092 0.9515 -1.7126
P -1.0399 0.8583 2.0290
P 1.5340 -2.8406 -0.3111
P 1.2942 2.2687 -0.5421
H -2.4060 -0.3402 -1.9017
H -1.0727 0.5521 -2.8789
H -1.9854 -0.1742 2.1691
H -0.1947 0.0293 2.7195
H 1.3991 -2.0605 0.7804
H 0.4847 -3.5279 0.0610
H 1.9489 2.4184 0.7027
H 2.0911 1.2244 -0.9350

---

# C30H26ClNO6S

The molecule C30H26ClNO6S in a non-equilibrium geometry (ωB97M-V with the def2-TZVPD basis set, the OMol25 dataset).

Values from the calculation:
HOMO level (eV): -7.6
Structure (SMILES): COc1ccc(C(=C[C@H](c2ccccc2)[C@H](Cl)S(=O)(=O)c2ccc([N+](=O)[O-])cc2)c2ccc(OC)cc2)cc1
Energy above the lowest of the compared OMol25 structures with the same formula, charge and spin (kJ/mol): 0.00
M (u): 564.06
Total charge: 0

Element x y z (Å)
C 2.8045 5.3744 4.5470
O 3.2383 5.1280 3.2135
C 3.0324 3.9010 2.6714
C 3.2798 3.7790 1.2829
C 2.7794 2.6807 0.6051
C 2.2270 1.5905 1.2902
C 1.7062 0.4677 0.5139
C 1.1655 0.7510 -0.7184
C 0.7501 -0.2578 -1.6439
C 1.2399 -0.2084 -3.0662
C 1.3218 -1.3763 -3.8413
C 1.6894 -1.3058 -5.1732
C 2.0000 -0.0823 -5.7750
C 1.8876 1.0835 -5.0151
C 1.5552 1.0015 -3.6665
C -0.9872 -0.2497 -1.5762
Cl -1.4681 1.1410 -2.5585
S -2.2270 -0.3612 -0.2160
O -1.9423 0.6021 0.8451
O -2.1171 -1.8093 0.0911
C -3.9945 -0.2314 -0.6785
C -4.6822 0.9835 -0.8272
C -6.0612 0.9914 -0.9821
C -6.7623 -0.2235 -0.9891
N -8.1862 -0.2238 -1.1180
O -8.8331 -1.2970 -1.1581
O -8.8046 0.8653 -1.1979
C -6.0757 -1.4388 -0.9101
C -4.6971 -1.4341 -0.7621
C 1.7717 -0.8661 1.0922
C 2.8448 -1.1570 1.9707
C 2.9581 -2.4275 2.5079
C 1.9671 -3.4278 2.2777
O 2.1755 -4.6250 2.9005
C 1.2874 -5.7035 2.6091
C 0.8329 -3.0764 1.5280
C 0.7631 -1.8149 0.9414
C 2.1621 1.6574 2.7267
C 2.5439 2.8058 3.3951
H 2.9983 6.4308 4.7571
H 1.7195 5.1894 4.6328
H 3.3798 4.7519 5.2638
H 3.7922 4.5800 0.7774
H 2.8840 2.6308 -0.4899
H 1.0052 1.7925 -1.0100
H 0.6055 -1.2735 -1.3513
H 1.0001 -2.3223 -3.3839
H 1.7309 -2.2043 -5.7625
H 2.1835 -0.0263 -6.8483
H 2.0504 2.0371 -5.4913
H 1.4185 1.9475 -3.1197
H -1.1167 -1.1626 -2.1297
H -4.1537 1.9236 -0.8015
H -6.6428 1.9010 -1.1039
H -6.6404 -2.3584 -0.9657
H -4.1935 -2.3743 -0.6748
H 3.6622 -0.4301 2.1567
H 3.7964 -2.7021 3.1377
H 1.6679 -6.5007 3.2386
H 0.2447 -5.4532 2.9047
H 1.3484 -6.0001 1.5381
H 0.0082 -3.7693 1.4313
H -0.0953 -1.5359 0.3492
H 1.8042 0.8127 3.3345
H 2.3971 2.9096 4.4743

---

# C12H23FGaN4O2

A structure of composition C12H23FGaN4O2 in a non-equilibrium geometry (ωB97M-V with the def2-TZVPD basis set, the OMol25 dataset).

Values from the calculation:
HOMO level (eV): -4.7
M (u): 344.06
Total charge: -1

Element x y z (Å)
C -0.7568 5.2569 0.6976
N -0.2741 3.9944 0.0541
C -1.1324 2.8076 0.4009
Ga -0.0776 1.1298 -0.2775
C 0.4721 1.3316 -2.2607
O -0.4127 1.0614 -3.1438
N 1.8244 1.7271 -2.7908
C 2.2929 3.0067 -2.2682
O 2.1174 4.1240 -2.8086
F 3.0783 3.0255 -1.0488
H -0.0546 5.6660 1.5038
H -1.8176 5.0541 1.1025
H -0.8623 6.0549 -0.1379
H 0.7203 3.8076 0.2544
H -1.4099 2.7349 1.5103
H -2.0774 2.8996 -0.2610
H -1.0443 -0.1779 -0.2128
H 1.1693 0.7912 0.6676
H 2.5256 0.9790 -2.6515
C 0.9765 -1.7928 5.6469
C 0.6068 -2.3284 4.2696
C 1.1777 -1.4909 3.1247
C 0.6252 -0.1348 3.0952
N 0.1918 0.9299 3.0731
H 0.5650 -0.7944 5.8122
H 0.5781 -2.4490 6.4254
H 2.0622 -1.7426 5.7692
H -0.4835 -2.3844 4.1858
H 0.9873 -3.3513 4.1782
H 0.9503 -1.9862 2.1752
H 2.2683 -1.4455 3.2037
C -1.9314 -1.8814 -3.7389
C -1.3089 -3.2401 -4.0362
C -1.0235 -4.0593 -2.7764
C -0.0164 -3.4300 -1.9173
N 0.7682 -2.9279 -1.2421
H -1.2587 -1.2497 -3.1546
H -2.1510 -1.3564 -4.6718
H -2.8675 -1.9927 -3.1842
H -0.3857 -3.0964 -4.6074
H -1.9947 -3.8079 -4.6746
H -0.6672 -5.0515 -3.0717
H -1.9494 -4.2109 -2.2132

---

# C26H31N7O3PS2Te2Y

A structure of composition C26H31N7O3PS2Te2Y (ωB97M-V with the def2-TZVPD basis set, the OMol25 dataset).

Values from the calculation:
HOMO level (eV): -7.0
M (u): 928.79
Total charge: 0

Element x y z (Å)
Y -0.2202 0.1454 -0.5730
C 2.2767 -4.7630 0.9085
C 1.8662 -3.9567 1.9648
C 0.8652 -3.0189 1.7778
C 0.2556 -2.8714 0.5307
C 0.6794 -3.6686 -0.5269
C 1.6813 -4.6128 -0.3341
N -0.7322 -1.8648 0.3519
C -1.9839 -2.1113 0.7794
C -2.4749 -3.4049 1.1188
C -3.7693 -3.5768 1.5182
C -4.6710 -2.4953 1.6354
C -4.2288 -1.2352 1.3646
C -2.8982 -1.0250 0.9509
N -2.3224 0.2044 0.7858
N -2.9091 1.2532 1.1633
C -2.0392 2.3689 1.1335
C -2.5398 3.5981 1.5388
C -1.6680 4.6689 1.6205
C -0.3279 4.4837 1.3080
C 0.0820 3.2285 0.8924
N -0.7559 2.1972 0.7991
H 3.0558 -5.5003 1.0564
H 2.3320 -4.0566 2.9373
H 0.5486 -2.3770 2.5907
H 0.2205 -3.5530 -1.4981
H 1.9886 -5.2351 -1.1668
H -1.8135 -4.2543 1.0168
H -4.1192 -4.5774 1.7432
H -5.6938 -2.6705 1.9379
H -4.8764 -0.3739 1.4585
H -3.5866 3.6798 1.7929
H -2.0291 5.6388 1.9369
H 0.3867 5.2911 1.3731
H 1.1124 3.0305 0.6172
N 1.3424 0.4111 -2.6570
N 0.8962 1.1600 -3.7508
C -0.0961 2.0527 -3.6568
N -0.4691 2.6312 -4.8128
S -0.7895 2.5240 -2.2012
H 2.2854 0.7233 -2.3942
H 1.3797 -0.5687 -2.9359
H 1.3245 0.9796 -4.6455
H -0.2631 2.1921 -5.6952
H -1.2863 3.2149 -4.7727
C 5.0581 0.5601 3.0774
C 5.1113 -0.4019 1.9150
O 3.7807 -0.6843 1.4422
P 3.0448 0.0427 0.2395
O 1.6322 0.3741 0.6912
Te 4.2499 1.7899 -0.7740
O 2.7859 -1.1397 -0.8321
C 3.8701 -1.9684 -1.2880
C 3.5353 -2.4702 -2.6719
H 6.0635 0.7234 3.4686
H 4.4309 0.1652 3.8763
H 4.6551 1.5200 2.7532
H 5.5213 -1.3687 2.2061
H 5.7072 0.0039 1.0954
H 3.9774 -2.7888 -0.5778
H 4.7897 -1.3749 -1.3008
H 2.5616 -2.9645 -2.6719
H 4.2829 -3.1923 -3.0008
H 3.5242 -1.6459 -3.3885
Te -2.1054 -0.7515 -2.9292
C -1.5374 -2.7616 -3.1865
C -0.5124 -3.2593 -3.9470
C -0.3992 -4.6768 -3.8923
C -1.3419 -5.2400 -3.0864
S -2.3799 -4.0476 -2.4267
H 0.1317 -2.6253 -4.5428
H 0.3498 -5.2468 -4.4245
H -1.4843 -6.2848 -2.8609

---

# C3H7FNO

A cluster of 2 separate species, C3H7FNO in total in a non-equilibrium geometry (ωB97M-V with the def2-TZVPD basis set, the OMol25 dataset).

Values from the calculation:
HOMO level (alpha / beta) (eV): -17.1 / -17.1
Energy above the lowest of the compared OMol25 structures with the same formula, charge and spin (kJ/mol): 444.51
M (u): 92.09
Total charge: +1

Element x y z (Å)
C 1.5505 -0.6456 1.0756
C 0.0929 -0.4201 -1.0305
C -0.5911 0.8022 0.9593
N 0.4345 0.0244 0.2340
O 1.2989 -0.8689 2.1721
F 1.6330 1.2874 -0.1923
H 2.4039 -1.1116 0.5084
H -0.6241 0.2830 -1.3791
H 0.7991 -0.5939 -1.7944
H -0.6160 -1.3189 -0.8880
H -1.2367 1.2741 0.2863
H -1.0671 0.1065 1.5900
H -0.0116 1.4316 1.5734

---

# C4H4N2S3

The molecule C4H4N2S3 in a non-equilibrium geometry (ωB97M-V with the def2-TZVPD basis set, the OMol25 dataset).

Values from the calculation:
HOMO level (alpha / beta) (eV): -7.2 / -8.4
Energy above the lowest of the compared OMol25 structures with the same formula, charge and spin (kJ/mol): 212.05
M (u): 176.29
Total charge: 0

Element x y z (Å)
C 0.1600 0.5207 -0.9405
C 0.2381 -1.1470 2.2670
C -0.3126 -0.5864 -0.0808
C 0.9365 0.9663 1.0372
N 0.8275 1.4013 -0.2349
N 0.3471 -0.2510 1.1894
S -0.9546 -2.2941 2.2024
S 1.2994 -1.2401 3.6627
S 2.9693 -0.2664 3.5660
H -0.0530 0.4803 -1.9183
H -1.4733 -0.4653 -0.0544
H 0.1718 -1.5596 -0.2169
H 1.4496 1.3451 1.9026